The following is a quantum chemistry calculation of 13 unconnected molecules or ions with the total composition C83H184F9N10O13S3, from the OMol25 dataset.

The calculation puts the molar mass at 1797.6 g/mol. As for the highest occupied orbital energy: -15.22 eV. As for the charge: +7. The value obtained for the largest force on an atom is 5.3 eV/Å. The lowest unoccupied orbital energy is -11.95 eV.

Last columns: bonded neighbours and bond lengths (Å).
Element x y z (Å)
1 S 15.728 16.229 18.595  O13 1.483, O18 1.462, O20 1.493, C44 1.907
2 S 20.455 24.094 20.910  O14 1.507, O15 1.452, O24 1.444, C73 1.903
3 S 17.983 19.183 15.736  O16 1.474, O22 1.520, O25 1.464, C117 1.949
4 F 19.853 19.216 17.640  C117 1.363
5 F 22.865 25.116 21.387  C73 1.349
6 F 16.949 16.751 20.981  C44 1.321
7 F 18.233 16.361 19.341  C44 1.315
8 F 22.825 22.874 21.290  C73 1.363
9 F 22.085 23.996 23.057  C73 1.352
10 F 17.219 18.223 19.432  C44 1.296
11 F 20.572 18.296 15.738  C117 1.328
12 F 20.384 20.493 15.928  C117 1.376
13 O 16.234 16.090 17.208  S1 1.483
14 O 20.222 25.560 21.174  S2 1.507
15 O 20.626 23.670 19.531  S2 1.452
16 O 17.943 19.791 14.393  S3 1.474
17 O 18.366 26.722 23.915  C69 1.392, C113 1.468
18 O 14.611 17.158 18.757  S1 1.462
19 O 20.129 24.340 26.552  C108 1.427, C111 1.390
20 O 15.409 14.877 19.143  S1 1.493
21 O 26.458 21.552 14.003  C68 1.394, C98 1.484
22 O 17.784 17.679 15.808  S3 1.520
23 O 27.604 26.661 13.044  C55 1.411, C116 1.394
24 O 19.665 23.167 21.686  S2 1.444
25 O 17.213 19.842 16.793  S3 1.464
26 N 23.395 25.829 17.323  C36 1.558, C52 1.555, C65 1.560, C100 1.588
27 N 20.175 11.809 25.032  C77 1.562, C89 1.525, C92 1.543, C101 1.596
28 N 21.766 19.166 21.208  C80 1.590, C95 1.548, C96 1.563, C105 1.563
29 N 27.485 19.407 19.934  C48 1.577, C59 1.558, C102 1.585, C112 1.538
30 N 27.278 14.410 13.073  C47 1.568, C56 1.562, C93 1.524, C109 1.546
31 N 28.068 23.878 13.653  C57 1.487, C61 1.494, H268 1.010, H283 1.010
32 N 16.551 18.369 28.675  C43 1.553, C46 1.549, C50 1.560, C94 1.538
33 N 18.469 23.928 24.134  C60 1.532, C107 1.490, H159 1.010, H243 1.010
34 N 13.750 20.439 22.954  C58 1.576, C72 1.587, C75 1.486, C85 1.562
35 N 24.100 18.697 27.670  C37 1.583, C49 1.558, C53 1.519, C66 1.537
36 C 22.533 26.614 18.356  N26 1.558, H170 1.090, H203 1.090, H292 1.090
37 C 23.457 17.316 27.240  N35 1.583, C42 1.524, H137 1.090, H194 1.090
38 C 22.869 24.873 15.073  C52 1.504, C63 1.559, H186 1.090, H206 1.090
39 C 25.889 28.747 15.916  C110 1.566, H175 1.090, H220 1.090, H237 1.090
40 C 12.624 18.392 28.237  C70 1.546, H201 1.090, H260 1.090, H281 1.090
41 C 25.146 21.310 26.514  C64 1.522, C86 1.550, H144 1.090, H271 1.090
42 C 22.970 17.227 25.798  C37 1.524, C87 1.541, H166 1.090, H188 1.090
43 C 15.078 17.880 28.739  N32 1.553, C70 1.515, H158 1.090, H248 1.090
44 C 17.112 16.956 19.686  S1 1.907, F6 1.321, F7 1.315, F10 1.296
45 C 17.755 14.106 22.957  C79 1.541, H173 1.090, H196 1.090, H239 1.090
46 C 16.777 19.638 29.533  N32 1.549, H176 1.090, H192 1.090, H286 1.090
47 C 27.016 13.926 11.605  N30 1.568, C81 1.561, H131 1.090, H143 1.090
48 C 28.598 19.270 21.043  N29 1.577, C115 1.601, H227 1.090, H253 1.090
49 C 25.448 18.807 26.897  N35 1.558, C64 1.543, H154 1.090, H293 1.090
50 C 16.972 18.666 27.202  N32 1.560, C84 1.540, H152 1.090, H230 1.090
51 C 28.034 11.569 12.210  C81 1.536, C103 1.469, H202 1.090, H233 1.090
52 C 22.374 25.798 16.150  N26 1.555, C38 1.504, H147 1.090, H156 1.090
53 C 23.229 19.845 27.191  N35 1.519, C86 1.567, H133 1.090, H297 1.090
54 C 27.376 18.973 17.491  C83 1.498, C102 1.494, H136 1.090, H266 1.090
55 C 27.836 27.211 11.766  O23 1.411, H183 1.090, H200 1.090, H296 1.090
56 C 28.544 15.325 13.021  N30 1.562, H151 1.090, H153 1.090, H208 1.090
57 C 26.965 24.737 14.159  N31 1.487, C116 1.574, H134 1.090, H163 1.090
58 C 12.529 19.589 23.475  N34 1.576, C114 1.577, H238 1.090, H288 1.090
59 C 26.508 20.576 20.255  N29 1.558, H255 1.090, H287 1.090, H291 1.090
60 C 18.451 23.036 25.380  N33 1.532, C108 1.586, H226 1.090, H258 1.090
61 C 27.763 22.994 12.487  N31 1.494, C68 1.570, H128 1.090, H257 1.090
62 C 26.265 15.960 14.860  C71 1.570, C93 1.539, H126 1.090, H167 1.090
63 C 23.214 23.461 15.636  C38 1.559, C97 1.534, H195 1.090, H289 1.090
64 C 26.132 20.188 26.811  C41 1.522, C49 1.543, H256 1.090, H277 1.090
65 C 23.810 24.450 17.923  N26 1.560, C97 1.498, H145 1.090, H168 1.090
66 C 24.486 18.699 29.158  N35 1.537, H150 1.090, H189 1.090, H224 1.090
67 C 10.486 19.645 24.983  C114 1.536, H197 1.090, H215 1.090, H278 1.090
68 C 26.544 22.026 12.695  O21 1.394, C61 1.570, H174 1.090, H236 1.090
69 C 18.068 27.208 25.185  O17 1.392, H155 1.090, H160 1.090, H261 1.090
70 C 14.055 18.949 28.411  C40 1.546, C43 1.515, H135 1.090, H193 1.090
71 C 24.894 16.639 15.214  C62 1.570, H190 1.090, H210 1.090, H274 1.090
72 C 14.596 19.728 21.815  N34 1.587, C104 1.534, H132 1.090, H149 1.090
73 C 22.180 24.000 21.708  S2 1.903, F5 1.349, F8 1.363, F9 1.352
74 C 20.753 19.764 23.597  C78 1.578, C95 1.616, H140 1.090, H302 1.090
75 C 14.864 20.555 23.930  N34 1.486, C106 1.513, H148 1.090, H267 1.090
76 C 22.326 11.347 26.296  C91 1.454, C92 1.572, H216 1.090, H284 1.090
77 C 19.726 12.598 23.761  N27 1.562, C79 1.558, H212 1.090, H295 1.090
78 C 19.501 18.881 23.221  C74 1.578, C90 1.523, H165 1.090, H259 1.090
79 C 18.328 13.211 24.073  C45 1.541, C77 1.558, H179 1.090, H250 1.090
80 C 22.233 19.883 19.868  N28 1.590, C82 1.469, H235 1.090, H245 1.090
81 C 27.845 12.679 11.165  C47 1.561, C51 1.536, H123 1.090, H241 1.090
82 C 22.724 19.048 18.763  C80 1.469, C118 1.592, H299 1.090, H300 1.090
83 C 27.210 17.680 18.229  C54 1.498, C112 1.526, H121 1.090, H223 1.090
84 C 18.298 17.928 26.944  C50 1.540, C99 1.464, H177 1.090, H218 1.090
85 C 13.227 21.825 22.459  N34 1.562, H138 1.090, H142 1.090, H228 1.090
86 C 23.943 21.208 27.486  C41 1.550, C53 1.567, H139 1.090, H246 1.090
87 C 22.342 15.889 25.365  C42 1.541, H234 1.090, H265 1.090, H276 1.090
88 C 29.044 19.413 23.615  C115 1.506, H125 1.090, H182 1.090, H213 1.090
89 C 19.315 10.574 25.279  N27 1.525, H162 1.090, H164 1.090, H178 1.090
90 C 19.934 17.737 22.313  C78 1.523, C105 1.568, H119 1.090, H214 1.090
91 C 21.375 11.974 27.198  C76 1.454, C101 1.514, H219 1.090, H290 1.090
92 C 21.653 11.393 24.877  N27 1.543, C76 1.572, H171 1.090, H270 1.090
93 C 26.043 15.152 13.569  N30 1.524, C62 1.539, H198 1.090, H217 1.090
94 C 17.495 17.209 29.034  N32 1.538, C99 1.560, H211 1.090, H298 1.090
95 C 21.473 20.278 22.245  N28 1.548, C74 1.616, H222 1.090, H272 1.090
96 C 22.900 18.274 21.811  N28 1.563, H129 1.090, H169 1.090, H240 1.090
97 C 24.191 23.512 16.818  C63 1.534, C65 1.498, H229 1.090, H269 1.090
98 C 25.360 20.561 14.123  O21 1.484, H122 1.090, H251 1.090, H263 1.090
99 C 18.154 16.693 27.718  C84 1.464, C94 1.560, H204 1.090, H273 1.090
100 C 24.768 26.516 16.922  N26 1.588, C110 1.607, H124 1.090, H232 1.090
101 C 20.268 12.628 26.398  N27 1.596, C91 1.514, H181 1.090, H249 1.090
102 C 28.102 19.776 18.521  N29 1.585, C54 1.494, H161 1.090, H282 1.090
103 C 28.467 12.146 13.489  C51 1.469, C109 1.561, H221 1.090, H262 1.090
104 C 15.462 18.648 22.475  C72 1.534, C106 1.582, H146 1.090, H191 1.090
105 C 20.456 18.348 20.967  N28 1.563, C90 1.568, H199 1.090, H242 1.090
106 C 15.498 19.182 23.963  C75 1.513, C104 1.582, H264 1.090, H294 1.090
107 C 17.185 24.520 23.662  N33 1.490, C113 1.525, H130 1.090, H180 1.090
108 C 19.793 22.992 26.224  O19 1.427, C60 1.586, H205 1.090, H252 1.090
109 C 27.482 13.224 14.042  N30 1.546, C103 1.561, H127 1.090, H285 1.090
110 C 24.580 28.010 16.360  C39 1.566, C100 1.607, H157 1.090, H209 1.090
111 C 21.363 24.426 27.186  O19 1.390, H185 1.090, H247 1.090, H280 1.090
112 C 26.794 18.064 19.646  N29 1.538, C83 1.526, H172 1.090, H279 1.090
113 C 17.332 25.966 23.199  O17 1.468, C107 1.525, H231 1.090, H275 1.090
114 C 11.950 20.093 24.852  C58 1.577, C67 1.536, H207 1.090, H225 1.090
115 C 28.004 19.338 22.528  C48 1.601, C88 1.506, H187 1.090, H254 1.090
116 C 26.487 25.832 13.135  O23 1.394, C57 1.574, H184 1.090, H301 1.090
117 C 19.853 19.273 16.278  S3 1.949, F4 1.363, F11 1.328, F12 1.376
118 C 23.409 19.915 17.617  C82 1.592, H120 1.090, H141 1.090, H244 1.090
119 H 20.574 17.038 22.851  C90 1.090
120 H 22.785 20.415 16.876  C118 1.090
121 H 28.114 17.072 18.198  C83 1.090
122 H 25.557 19.572 13.708  C98 1.090
123 H 27.605 12.288 10.176  C81 1.090
124 H 25.226 25.856 16.185  C100 1.090
125 H 29.749 20.228 23.451  C88 1.090
126 H 26.899 16.826 14.670  C62 1.090
127 H 26.525 12.702 14.065  C109 1.090
128 H 27.542 23.629 11.629  C61 1.090
129 H 23.799 18.889 21.770  C96 1.090
130 H 16.560 23.799 23.135  C107 1.090
131 H 25.968 13.638 11.521  C47 1.090
132 H 13.975 19.495 20.949  C72 1.090
133 H 23.202 19.813 26.101  C53 1.090
134 H 27.399 25.295 14.988  C57 1.090
135 H 14.324 19.565 27.554  C70 1.090
136 H 27.988 19.034 16.592  C54 1.090
137 H 22.575 17.213 27.872  C37 1.090
138 H 12.906 21.656 21.431  C85 1.090
139 H 24.217 21.333 28.533  C86 1.090
140 H 21.553 19.244 24.125  C74 1.090
141 H 24.018 20.726 18.017  C118 1.090
142 H 12.554 22.269 23.193  C85 1.090
143 H 27.080 14.822 10.988  C47 1.090
144 H 25.634 22.281 26.597  C41 1.090
145 H 22.883 24.104 18.381  C65 1.090
146 H 16.479 18.708 22.088  C104 1.090
147 H 22.216 26.791 15.729  C52 1.090
148 H 14.494 20.819 24.921  C75 1.090
149 H 15.309 20.504 21.538  C72 1.090
150 H 25.301 19.400 29.338  C66 1.090
151 H 28.273 16.339 12.727  C56 1.090
152 H 16.277 18.185 26.514  C50 1.090
153 H 29.375 14.823 12.526  C56 1.090
154 H 26.039 17.944 27.204  C49 1.090
155 H 17.832 26.412 25.891  C69 1.090
156 H 21.429 25.525 16.620  C52 1.090
157 H 24.275 28.529 17.270  C110 1.090
158 H 15.109 17.067 28.014  C43 1.090
159 H 18.870 23.421 23.359  N33 1.010
160 H 18.864 27.885 25.494  C69 1.090
161 H 29.145 19.461 18.507  C102 1.090
162 H 19.187 10.106 24.303  C89 1.090
163 H 26.221 24.010 14.486  C57 1.090
164 H 19.948 9.935 25.894  C89 1.090
165 H 18.755 19.584 22.852  C78 1.090
166 H 22.159 17.946 25.680  C42 1.090
167 H 26.581 15.283 15.654  C62 1.090
168 H 24.614 24.682 18.620  C65 1.090
169 H 22.496 17.864 22.736  C96 1.090
170 H 21.627 26.015 18.456  C36 1.090
171 H 21.660 10.444 24.341  C92 1.090
172 H 25.726 18.241 19.774  C112 1.090
173 H 16.681 14.275 22.885  C45 1.090
174 H 25.647 22.641 12.622  C68 1.090
175 H 26.778 28.615 16.532  C39 1.090
176 H 17.801 19.981 29.385  C46 1.090
177 H 19.138 18.556 27.241  C84 1.090
178 H 18.378 10.793 25.792  C89 1.090
179 H 17.598 12.481 24.424  C79 1.090
180 H 16.619 24.473 24.592  C107 1.090
181 H 20.510 13.682 26.259  C101 1.090
182 H 29.614 18.487 23.694  C88 1.090
183 H 26.896 27.634 11.412  C55 1.090
184 H 25.766 26.510 13.594  C116 1.090
185 H 22.210 24.291 26.513  C111 1.090
186 H 22.057 24.773 14.353  C38 1.090
187 H 27.360 20.208 22.654  C115 1.090
188 H 23.728 17.406 25.035  C42 1.090
189 H 23.598 18.893 29.760  C66 1.090
190 H 24.552 17.271 14.394  C71 1.090
191 H 15.143 17.622 22.295  C104 1.090
192 H 16.018 20.405 29.374  C46 1.090
193 H 13.949 19.683 29.210  C70 1.090
194 H 24.237 16.603 27.509  C37 1.090
195 H 23.561 22.862 14.795  C63 1.090
196 H 17.955 13.621 22.001  C45 1.090
197 H 10.480 18.565 24.831  C67 1.090
198 H 25.195 14.468 13.564  C93 1.090
199 H 19.792 19.008 20.408  C105 1.090
200 H 28.594 27.995 11.767  C55 1.090
201 H 12.154 18.086 29.172  C40 1.090
202 H 27.105 11.014 12.348  C51 1.090
203 H 22.258 27.624 18.051  C36 1.090
204 H 17.377 16.160 27.171  C99 1.090
205 H 19.587 22.402 27.117  C108 1.090
206 H 23.658 25.448 14.588  C38 1.090
207 H 12.055 21.163 25.032  C114 1.090
208 H 28.828 15.457 14.066  C56 1.090
209 H 23.864 28.184 15.557  C110 1.090
210 H 24.099 15.953 15.506  C71 1.090
211 H 16.980 16.398 29.549  C94 1.090
212 H 19.576 11.881 22.954  C77 1.090
213 H 28.698 19.642 24.622  C88 1.090
214 H 19.167 17.016 22.029  C90 1.090
215 H 9.916 20.161 24.211  C67 1.090
216 H 23.337 11.755 26.284  C76 1.090
217 H 25.774 15.764 12.708  C93 1.090
218 H 18.361 17.737 25.873  C84 1.090
219 H 22.020 12.617 27.798  C91 1.090
220 H 26.262 28.313 14.988  C39 1.090
221 H 28.621 11.502 14.355  C103 1.090
222 H 20.767 20.959 21.769  C95 1.090
223 H 26.478 17.056 17.716  C83 1.090
224 H 24.886 17.703 29.347  C66 1.090
225 H 12.561 19.752 25.688  C114 1.090
226 H 18.118 22.116 24.901  C60 1.090
227 H 29.089 18.301 20.952  C48 1.090
228 H 13.883 22.696 22.480  C85 1.090
229 H 25.203 23.843 16.586  C97 1.090
230 H 17.020 19.748 27.077  C50 1.090
231 H 16.333 26.391 23.104  C113 1.090
232 H 25.466 26.427 17.754  C100 1.090
233 H 28.796 10.909 11.796  C51 1.090
234 H 22.446 15.699 24.297  C87 1.090
235 H 21.467 20.604 19.582  C80 1.090
236 H 26.616 21.256 11.927  C68 1.090
237 H 25.831 29.805 15.663  C39 1.090
238 H 11.757 19.753 22.723  C58 1.090
239 H 18.258 15.068 23.050  C45 1.090
240 H 22.955 17.550 20.998  C96 1.090
241 H 28.833 13.116 11.020  C81 1.090
242 H 20.546 17.605 20.175  C105 1.090
243 H 19.065 24.717 24.337  N33 1.010
244 H 24.041 19.300 16.977  C118 1.090
245 H 22.983 20.586 20.228  C80 1.090
246 H 23.248 22.038 27.355  C86 1.090
247 H 21.456 23.647 27.943  C111 1.090
248 H 15.012 17.456 29.741  C43 1.090
249 H 19.323 12.621 26.942  C101 1.090
250 H 18.502 13.822 24.959  C79 1.090
251 H 25.401 20.464 15.208  C98 1.090
252 H 20.520 22.332 25.751  C108 1.090
253 H 29.237 20.140 20.895  C48 1.090
254 H 27.410 18.469 22.813  C115 1.090
255 H 25.899 20.783 19.375  C59 1.090
256 H 26.623 20.485 27.738  C64 1.090
257 H 28.778 22.627 12.338  C61 1.090
258 H 17.674 23.400 26.052  C60 1.090
259 H 19.005 18.575 24.142  C78 1.090
260 H 12.625 17.567 27.524  C40 1.090
261 H 17.280 27.919 24.940  C69 1.090
262 H 29.396 12.710 13.401  C103 1.090
263 H 24.374 20.970 13.902  C98 1.090
264 H 14.933 18.454 24.545  C106 1.090
265 H 21.286 15.976 25.622  C87 1.090
266 H 26.410 19.458 17.348  C54 1.090
267 H 15.455 21.378 23.527  C75 1.090
268 H 28.339 23.203 14.354  N31 1.010
269 H 24.130 22.531 17.288  C97 1.090
270 H 21.995 12.098 24.119  C92 1.090
271 H 24.945 21.247 25.445  C41 1.090
272 H 22.315 20.897 22.554  C95 1.090
273 H 19.077 16.115 27.748  C99 1.090
274 H 24.771 17.405 15.979  C71 1.090
275 H 17.631 25.859 22.156  C113 1.090
276 H 22.956 15.158 25.891  C87 1.090
277 H 26.948 20.248 26.091  C64 1.090
278 H 10.098 19.990 25.942  C67 1.090
279 H 27.168 17.332 20.361  C112 1.090
280 H 21.494 25.443 27.555  C111 1.090
281 H 12.064 19.229 27.818  C40 1.090
282 H 28.178 20.845 18.321  C102 1.090
283 H 28.913 24.378 13.418  N31 1.010
284 H 22.513 10.298 26.530  C76 1.090
285 H 27.812 13.569 15.022  C109 1.090
286 H 16.699 19.202 30.529  C46 1.090
287 H 25.858 20.471 21.124  C59 1.090
288 H 12.995 18.604 23.492  C58 1.090
289 H 22.240 23.055 15.911  C63 1.090
290 H 20.962 11.195 27.839  C91 1.090
291 H 27.178 21.413 20.453  C59 1.090
292 H 23.065 26.608 19.307  C36 1.090
293 H 25.101 18.619 25.881  C49 1.090
294 H 16.492 19.031 24.385  C106 1.090
295 H 20.478 13.287 23.375  C77 1.090
296 H 28.142 26.385 11.124  C55 1.090
297 H 22.253 19.870 27.676  C53 1.090
298 H 18.263 17.651 29.669  C94 1.090
299 H 23.563 18.484 19.171  C82 1.090
300 H 22.040 18.363 18.262  C82 1.090
301 H 26.208 25.401 12.173  C116 1.090
302 H 20.489 20.586 24.263  C74 1.090

Mulliken population analysis, charges in e, atoms 1 to 8:
1. S 1.1438
2. S 0.6109
3. S 1.1456
4. F -0.1504
5. F -0.1805
6. F -0.0457
7. F -0.2499
8. F -0.0610